Entry i
Here is a 4-piece molecular cluster, C3H14O4 overall from the Open Molecules 2025 dataset. Energies are from wB97M-V/def2-TZVPD.

Its SMILES is CO.CO.CO.O. The calculation puts the HOMO-LUMO gap at 10.689 eV.

Last column: Mulliken charge in e.
Positions of all 21 atoms, in Å:
C -2.456 10.820 -38.831  -0.53
O -3.059 11.167 -37.620  -0.49
H -1.382 10.982 -38.744  0.23
H -2.496 9.742 -38.993  0.24
H -2.814 11.339 -39.720  0.24
H -3.849 10.634 -37.502  0.32
C -9.923 4.106 -39.578  -0.52
O -10.169 4.665 -40.851  -0.49
H -9.917 3.016 -39.588  0.24
H -8.925 4.419 -39.272  0.19
H -10.619 4.420 -38.799  0.29
H -11.106 4.876 -40.862  0.30
C -6.583 8.001 -42.272  -0.51
O -7.392 7.897 -41.092  -0.49
H -7.220 7.685 -43.098  0.25
H -6.178 9.013 -42.256  0.20
H -5.692 7.372 -42.267  0.26
H -7.789 7.025 -41.152  0.29
O -6.334 8.229 -37.255  -0.63
H -6.186 7.965 -38.163  0.33
H -7.254 8.023 -37.092  0.31

***

Entry ii
Here is a 4-piece molecular cluster, C3H14O4 overall from the Open Molecules 2025 dataset. Energies are from wB97M-V/def2-TZVPD.

Its SMILES is CCCO.O.O.O. The calculation puts the HOMO-LUMO gap at 10.994 eV.

Last column: Mulliken charge in e.
Positions of all 21 atoms, in Å:
C 2.797 -0.933 -0.127  -1.22
C 1.921 0.280 0.204  -0.30
C 0.606 0.189 -0.570  -0.56
O -0.245 1.301 -0.287  -0.67
H 3.837 -0.722 0.128  0.35
H 2.509 -1.796 0.470  0.33
H 2.748 -1.256 -1.169  0.31
H 2.373 1.224 -0.098  0.30
H 1.645 0.185 1.255  0.30
H 0.106 -0.765 -0.374  0.30
H 0.792 0.206 -1.647  0.45
H -0.275 1.373 0.678  0.33
O -2.574 -0.860 0.435  -0.62
H -3.508 -0.919 0.681  0.27
H -2.618 -0.633 -0.521  0.36
O -2.200 0.495 -2.012  -0.73
H -1.448 0.844 -1.484  0.49
H -2.705 1.297 -2.182  0.32
O -0.959 0.396 2.292  -0.65
H -1.773 0.640 1.841  0.35
H -1.030 -0.545 2.488  0.30

***

Tell me which of them is the least stable. Sure, it is entry i.

***

Entry i
Here is an isolated ion of composition C5H9N and charge +1 from the Open Molecules 2025 dataset. Energies are from wB97M-V/def2-TZVPD.

The charge is +1. The calculation puts the HOMO-LUMO gap (alpha / beta) at 8.502 / 7.675 eV. Its spin multiplicity is 2.

Last column: Mulliken charge in e.
Positions of all 15 atoms, in Å:
C -1.570 -1.577 1.078  -0.81
N -0.846 -1.746 -0.333  -0.17
C -0.139 -0.587 -0.786  -0.06
C 0.227 0.491 0.094  -0.24
C 0.736 1.672 -0.626  -0.30
C 1.868 2.395 -0.250  -0.54
H -1.895 -0.554 1.220  0.35
H -0.933 -2.006 1.889  0.32
H -2.479 -2.072 0.665  0.35
H -0.542 -2.628 -0.566  0.27
H 0.442 -0.794 -1.704  0.37
H 0.111 0.398 1.127  0.47
H 0.405 1.740 -1.641  0.38
H 1.945 3.435 -0.454  0.33
H 2.669 1.832 0.286  0.27

***

Entry ii
Here is an isolated ion of composition C5H9N and charge +1 from the Open Molecules 2025 dataset. Energies are from wB97M-V/def2-TZVPD.

The charge is +1. The calculation puts the HOMO-LUMO gap (alpha / beta) at 6.257 / 4.946 eV. Its spin multiplicity is 2.

Last column: Mulliken charge in e.
Positions of all 15 atoms, in Å:
C -0.339 0.515 0.558  -0.43
C 0.866 1.077 0.936  -0.10
N 1.168 1.995 1.948  -0.38
C -0.508 0.002 -0.895  -0.46
C -0.438 -1.499 -0.845  0.10
C -0.860 -2.191 -1.879  -0.66
H -1.082 0.046 1.227  0.37
H 1.703 1.034 0.206  0.25
H 2.081 2.237 2.086  0.23
H 0.548 2.019 2.727  0.22
H 0.273 0.340 -1.490  0.41
H -1.504 0.145 -1.169  0.39
H -0.391 -2.084 0.060  0.43
H -0.213 -2.914 -2.409  0.31
H -1.919 -2.209 -2.123  0.33

***

Tell me which of them is the least stable. Sure, it is entry ii.

***

Entry i
Here is C32H40CaFN8OPSSi as an isolated structure from the Open Molecules 2025 dataset. Energies are from wB97M-V/def2-TZVPD.

The calculation puts the HOMO-LUMO gap at 6.545 eV.

Last column: Mulliken charge in e.
Positions of all 86 atoms, in Å:
Ca -0.138 0.295 -0.334  1.90
C -1.580 2.372 -2.915  -1.40
C -0.346 1.758 -3.505  0.66
C 0.134 2.183 -4.740  -0.91
C 1.286 1.616 -5.241  -0.78
C 1.896 0.597 -4.529  -0.98
C 1.342 0.199 -3.320  0.32
N 0.273 0.813 -2.796  0.82
C 1.893 -0.965 -2.575  0.31
C 2.682 -1.910 -3.224  -1.02
C 3.098 -3.024 -2.529  -1.39
C 2.739 -3.167 -1.201  -1.04
C 1.980 -2.170 -0.606  0.13
N 1.575 -1.093 -1.287  1.66
C 1.643 -2.212 0.850  0.01
C 2.048 -3.256 1.675  -0.84
C 1.832 -3.153 3.037  -1.10
C 1.265 -1.999 3.550  -1.02
C 0.867 -1.001 2.669  -0.10
C 0.334 0.315 3.153  -0.84
N 1.003 -1.148 1.347  1.80
H -1.324 3.258 -2.330  0.08
H -2.091 1.656 -2.269  0.15
H -2.274 2.675 -3.698  0.61
H -0.393 2.958 -5.279  0.50
H 1.702 1.949 -6.183  0.45
H 2.791 0.131 -4.911  0.43
H 2.914 -1.814 -4.273  0.48
H 3.688 -3.786 -3.020  0.42
H 3.057 -4.039 -0.652  0.45
H 2.543 -4.128 1.277  0.49
H 2.137 -3.954 3.698  0.44
H 1.138 -1.860 4.614  0.54
H 0.445 0.413 4.232  0.55
H -0.722 0.428 2.899  -0.04
H 0.871 1.128 2.659  -0.11
C 3.733 0.667 0.862  -0.85
Si 3.017 2.254 0.149  -0.09
C 3.616 3.639 1.285  -1.22
C 3.822 2.483 -1.555  -0.97
N 1.299 2.173 0.086  -0.15
C 0.568 3.297 -0.140  0.77
C 1.019 4.520 -0.705  -0.21
C 0.199 5.621 -0.877  -1.08
C -1.143 5.596 -0.510  -0.52
C -1.649 4.416 0.020  -0.76
C -0.806 3.345 0.160  0.10
F -1.379 2.157 0.622  -0.10
H 4.796 0.829 1.063  0.52
H 3.657 -0.174 0.172  0.19
H 3.257 0.392 1.805  0.06
H 4.701 3.754 1.213  0.36
H 3.378 3.400 2.325  0.30
H 3.159 4.602 1.054  0.39
H 4.819 2.035 -1.582  0.37
H 3.933 3.535 -1.830  0.44
H 3.217 2.003 -2.329  0.11
H 2.053 4.588 -1.017  0.24
H 0.620 6.521 -1.310  0.40
H -1.778 6.461 -0.637  0.38
H -2.688 4.306 0.305  0.42
O -0.458 -2.532 -3.474  -0.55
S -1.590 -2.357 -2.545  0.02
N -1.465 -1.476 -1.376  -0.35
C -3.470 -3.566 3.311  -0.98
N -3.001 -3.861 1.961  0.10
C -4.148 -3.839 1.053  -0.95
N -4.918 -2.598 1.098  0.10
C -5.324 -2.354 2.477  -0.92
N -4.215 -2.314 3.430  0.13
C -3.350 -1.156 3.185  -1.40
P -2.575 -1.142 1.494  1.68
C -1.977 -2.902 1.539  -0.93
C -4.145 -1.477 0.561  -1.14
H -2.613 -3.536 3.988  0.39
H -4.131 -4.378 3.627  0.29
H -4.814 -4.660 1.331  0.31
H -3.797 -4.004 0.033  0.43
H -5.995 -3.161 2.782  0.32
H -5.873 -1.411 2.529  0.38
H -2.559 -1.141 3.943  0.44
H -3.931 -0.240 3.322  0.39
H -1.124 -2.976 2.219  0.29
H -1.624 -3.153 0.538  0.39
H -3.866 -1.676 -0.474  0.33
H -4.767 -0.578 0.572  0.45

***

Entry ii
Here is C32H40CaFN8OPSSi as an isolated structure from the Open Molecules 2025 dataset. Energies are from wB97M-V/def2-TZVPD.

The calculation puts the HOMO-LUMO gap at 6.542 eV.

Last column: Mulliken charge in e.
Positions of all 86 atoms, in Å:
Ca -0.007 1.222 0.857  1.42
C 3.179 -2.370 0.020  -1.30
C 1.990 -2.555 0.919  0.55
C 2.082 -3.237 2.126  -0.75
C 0.937 -3.427 2.889  -1.01
C -0.276 -2.967 2.410  -0.63
C -0.262 -2.288 1.201  0.08
N 0.831 -2.059 0.483  0.37
C -1.513 -1.795 0.565  -0.24
C -2.625 -2.618 0.496  -0.47
C -3.756 -2.159 -0.150  -1.28
C -3.739 -0.885 -0.687  -1.20
C -2.599 -0.107 -0.550  0.75
N -1.486 -0.566 0.046  1.59
C -2.557 1.289 -1.119  -0.02
C -3.724 2.006 -1.307  -0.81
C -3.632 3.263 -1.881  -1.03
C -2.393 3.754 -2.235  -0.94
C -1.258 2.999 -1.965  0.35
C 0.113 3.507 -2.297  -1.13
N -1.347 1.783 -1.414  1.17
H 4.111 -2.476 0.573  0.47
H 3.149 -1.390 -0.452  0.05
H 3.159 -3.115 -0.779  0.36
H 3.045 -3.594 2.467  0.46
H 0.993 -3.931 3.846  0.43
H -1.193 -3.091 2.969  0.64
H -2.576 -3.614 0.912  0.63
H -4.631 -2.789 -0.249  0.43
H -4.594 -0.502 -1.225  0.53
H -4.677 1.610 -0.988  0.52
H -4.524 3.854 -2.044  0.41
H -2.287 4.729 -2.692  0.51
H 0.094 4.580 -2.481  0.50
H 0.510 2.997 -3.181  0.09
H 0.814 3.311 -1.485  0.11
C -1.616 -0.666 5.275  -1.11
Si -1.201 0.701 4.081  -0.27
C -1.010 2.259 5.060  -1.06
C -2.746 0.833 3.036  -0.81
N 0.110 0.449 3.007  0.16
C 1.424 0.256 3.397  0.95
C 1.868 0.028 4.716  -0.40
C 3.202 -0.187 5.047  -1.00
C 4.192 -0.178 4.075  -0.68
C 3.813 0.051 2.756  -0.51
C 2.490 0.244 2.473  -0.17
F 2.179 0.442 1.130  -0.28
H -2.591 -0.430 5.714  0.39
H -0.901 -0.779 6.095  0.35
H -1.697 -1.635 4.774  0.21
H -1.825 2.377 5.781  0.36
H -1.018 3.128 4.395  0.26
H -0.065 2.273 5.611  0.36
H -3.596 1.075 3.682  0.54
H -2.967 -0.125 2.548  0.12
H -2.698 1.614 2.271  0.22
H 1.125 0.014 5.504  0.19
H 3.464 -0.355 6.084  0.42
H 5.232 -0.338 4.327  0.40
H 4.531 0.082 1.947  0.49
O 1.227 3.149 1.031  -0.62
S -0.017 3.951 1.373  0.20
N -1.306 3.272 1.136  -0.39
C 0.520 -0.964 -6.084  -0.96
N -0.459 -0.615 -5.053  0.09
C -0.161 0.734 -4.574  -0.77
N 1.210 0.912 -4.091  0.31
C 2.129 0.519 -5.157  -1.06
N 1.916 -0.839 -5.660  0.06
C 2.236 -1.830 -4.620  -0.97
P 1.216 -1.699 -3.078  0.29
C -0.423 -1.580 -3.939  -0.68
C 1.441 0.135 -2.860  0.62
H 0.366 -0.299 -6.936  0.32
H 0.340 -1.990 -6.409  0.42
H -0.856 0.984 -3.770  0.06
H -0.315 1.431 -5.401  0.29
H 3.154 0.606 -4.793  0.41
H 1.995 1.214 -5.988  0.34
H 3.289 -1.735 -4.348  0.38
H 2.110 -2.834 -5.031  0.46
H -1.180 -1.300 -3.201  0.14
H -0.696 -2.569 -4.310  0.53
H 2.455 0.329 -2.503  0.91
H 0.757 0.520 -2.117  -1.15

***

Tell me which of them is the least stable. Sure, it is entry ii.